[1]
The following is a DFT calculation (the ωB97M-V functional and the def2-TZVPD basis) of a molecular structure, C27H45BiCl2N2O4PS2Si2.

CARTESIAN COORDINATES (ANGSTROEM)
Bi1 -0.101 0.489 0.710
Cl1 6.108 2.230 4.949
C1 4.769 1.487 4.060
C2 4.207 0.321 4.564
C3 3.120 -0.208 3.841
Cl2 2.389 -1.655 4.523
C4 2.591 0.319 2.667
O1 1.516 -0.235 2.142
C5 3.287 1.478 2.115
C6 3.065 2.034 0.836
O2 2.325 1.613 -0.094
C7 4.339 2.059 2.897
H1 4.554 -0.145 5.472
H2 3.670 2.945 0.648
H3 4.824 2.952 2.520
C8 -1.148 4.567 -4.007
C9 -0.503 3.344 -3.387
O3 -1.462 2.450 -2.825
P1 -2.231 2.767 -1.443
S1 -2.774 0.984 -0.749
S2 -1.237 4.011 -0.312
O4 -3.553 3.489 -2.059
C10 -4.428 4.235 -1.225
C11 -5.522 3.364 -0.640
H4 -0.384 5.165 -4.509
H5 -1.619 5.178 -3.237
H6 -1.908 4.277 -4.734
H7 0.214 3.626 -2.613
H8 0.016 2.750 -4.142
H9 -4.851 5.013 -1.866
H10 -3.850 4.726 -0.436
H11 -6.160 2.956 -1.425
H12 -6.138 3.957 0.041
H13 -5.090 2.530 -0.087
C12 -2.199 2.907 3.015
Si1 -1.521 1.159 2.876
C13 -0.516 0.856 4.436
C14 -3.024 -0.007 2.949
C15 -4.185 0.350 3.641
C16 -5.273 -0.508 3.723
C17 -5.211 -1.752 3.109
C18 -4.065 -2.118 2.417
C19 -2.964 -1.262 2.319
Si2 -1.382 -1.781 1.378
C20 -1.988 -2.843 -0.058
C21 -0.455 -2.925 2.559
H14 -2.690 3.030 3.985
H15 -2.911 3.134 2.219
H16 -1.389 3.635 2.941
H17 -1.114 1.118 5.315
H18 0.396 1.457 4.436
H19 -0.204 -0.186 4.514
H20 -4.249 1.323 4.116
H21 -6.169 -0.205 4.254
H22 -6.056 -2.430 3.163
H23 -4.037 -3.090 1.937
H24 -2.581 -3.684 0.313
H25 -1.144 -3.240 -0.625
H26 -2.604 -2.257 -0.743
H27 -1.148 -3.294 3.319
H28 0.358 -2.390 3.051
H29 -0.022 -3.781 2.036
C22 3.906 -1.606 -0.316
N1 2.623 -2.063 -0.794
C23 2.049 -3.059 0.076
C24 2.659 -2.452 -2.178
C25 1.282 -2.561 -2.833
N2 0.383 -1.471 -2.526
C26 0.953 -0.158 -2.771
C27 -0.867 -1.618 -3.234
H30 4.673 -2.405 -0.346
H31 3.810 -1.257 0.711
H32 4.248 -0.764 -0.917
H33 2.669 -3.977 0.130
H34 1.055 -3.337 -0.276
H35 1.947 -2.644 1.079
H36 3.167 -3.431 -2.317
H37 3.257 -1.714 -2.718
H38 0.799 -3.495 -2.526
H39 1.448 -2.642 -3.929
H40 1.299 -0.050 -3.819
H41 1.770 0.052 -2.082
H42 0.182 0.593 -2.593
H43 -0.736 -1.544 -4.332
H44 -1.564 -0.841 -2.916
H45 -1.310 -2.591 -3.014

Computed properties:
Multiplicity   2
HOMO-LUMO gap (alpha / beta)   0.142 / 0.242 hartree
E   -4318.196827 a.u.
HOMO (alpha / beta)   0.6 / -2.1 eV
LUMO energy (alpha / beta)   4.5 / 4.5 eV
Largest force on an atom   0.4 eV/A
Total charge   -2
Energy above the lowest of the compared OMol25 structures with the same formula, charge and spin   0.0 kcal/mol

[2]
The following is a DFT calculation (the ωB97M-V functional and the def2-TZVPD basis) of 11 unconnected molecules or ions with the total composition C36H72F3NO15 in a non-equilibrium geometry.

CARTESIAN COORDINATES (ANGSTROEM)
O1 4.433 3.779 1.976
C1 3.800 3.577 0.797
O2 4.134 2.362 0.038
C2 3.559 2.383 -1.316
C3 2.997 0.860 -1.674
C4 2.098 0.198 -0.472
C5 2.441 -1.030 0.309
C6 3.850 -1.860 -0.002
C7 4.974 -1.920 1.218
C8 6.304 -2.820 0.747
C9 6.239 -3.435 -0.759
N1 5.211 -3.311 -1.831
C10 3.996 -2.522 -1.480
C11 1.362 -1.573 1.466
O3 1.754 -2.111 2.635
C12 -0.243 -1.432 1.018
C13 -0.591 -0.178 0.237
C14 -2.108 0.128 -0.341
O4 -2.842 -1.148 -0.306
C15 -2.815 -1.846 -1.601
F1 -1.467 -2.018 -2.192
F2 -3.721 -1.276 -2.629
F3 -3.323 -3.241 -1.326
C16 0.636 0.909 -0.083
O5 0.467 2.233 0.007
H1 3.031 4.403 0.468
H2 4.410 2.610 -2.109
H3 2.710 3.182 -1.479
H4 3.943 0.235 -1.981
H5 2.255 1.018 -2.595
H6 4.850 -1.436 2.275
H7 7.211 -3.015 1.491
H8 7.187 -4.104 -1.052
H9 3.115 -2.406 -2.275
H10 -1.059 -2.249 1.280
H11 -1.976 0.418 -1.488
H12 -2.643 1.023 0.189
C17 -3.765 1.117 4.531
C18 -2.777 0.697 3.462
O6 -2.979 1.468 2.287
H13 -4.793 0.985 4.179
H14 -3.626 0.530 5.443
H15 -3.645 2.178 4.774
H16 -2.915 -0.358 3.207
H17 -1.747 0.839 3.803
H18 -2.846 2.402 2.522
C19 -2.468 -7.248 -1.419
C20 -1.845 -6.857 -2.742
O7 -2.669 -5.910 -3.406
H19 -3.464 -7.675 -1.574
H20 -1.847 -7.981 -0.897
H21 -2.594 -6.371 -0.775
H22 -1.741 -7.732 -3.390
H23 -0.854 -6.417 -2.595
H24 -2.749 -5.133 -2.826
C21 -5.030 1.237 -6.189
C22 -3.960 1.259 -5.117
O8 -3.883 2.552 -4.535
H25 -4.811 1.976 -6.967
H26 -5.099 0.248 -6.651
H27 -6.006 1.498 -5.768
H28 -2.983 1.019 -5.546
H29 -4.179 0.532 -4.329
H30 -4.753 2.752 -4.150
C23 8.158 5.434 -0.767
C24 6.804 4.879 -1.158
O9 6.893 4.226 -2.416
H31 8.517 6.141 -1.522
H32 8.106 5.944 0.199
H33 8.902 4.632 -0.703
H34 6.070 5.685 -1.243
H35 6.445 4.161 -0.415
H36 7.541 3.506 -2.328
C25 2.064 3.631 -5.161
C26 0.816 2.777 -5.092
O10 0.664 2.244 -3.784
H37 2.949 3.041 -4.901
H38 2.198 4.045 -6.164
H39 2.009 4.456 -4.443
H40 0.884 1.941 -5.795
H41 -0.075 3.362 -5.338
H42 0.595 2.994 -3.169
C27 -7.636 4.815 -1.802
C28 -6.324 4.139 -1.462
O11 -5.545 3.972 -2.637
H43 -8.197 4.222 -2.532
H44 -8.250 4.948 -0.907
H45 -7.460 5.795 -2.257
H46 -6.504 3.151 -1.028
H47 -5.752 4.733 -0.743
H48 -5.384 4.855 -3.010
C29 8.143 0.511 4.846
C30 6.790 -0.044 4.454
O12 6.878 -0.697 3.196
H49 8.502 1.218 4.091
H50 8.091 1.021 5.812
H51 8.887 -0.290 4.910
H52 6.055 0.762 4.370
H53 6.430 -0.762 5.198
H54 7.526 -1.416 3.284
C31 -3.783 -5.561 2.659
C32 -2.546 -4.689 2.577
O13 -2.147 -4.541 1.222
H55 -3.588 -6.547 2.225
H56 -4.101 -5.688 3.698
H57 -4.607 -5.119 2.090
H58 -1.719 -5.145 3.129
H59 -2.737 -3.697 2.998
H60 -2.885 -4.128 0.743
C33 -7.803 -0.195 0.507
C34 -8.522 1.049 0.986
O14 -8.442 2.066 -0.002
H61 -6.752 0.026 0.293
H62 -7.851 -0.988 1.259
H63 -8.246 -0.565 -0.424
H64 -8.062 1.427 1.904
H65 -9.576 0.839 1.189
H66 -8.860 1.723 -0.810
C35 4.020 -3.048 5.704
C36 3.300 -1.804 6.183
O15 3.380 -0.786 5.196
H67 5.070 -2.826 5.491
H68 3.971 -3.840 6.457
H69 3.576 -3.417 4.774
H70 3.760 -1.425 7.101
H71 2.246 -2.014 6.387
H72 2.962 -1.129 4.387

Computed properties:
HOMO-LUMO gap   0.265 hartree
SMILES   O=COCCC1=C(c2cccnc2)C(=O)C=C(COC(F)(F)F)C1=O.CCO.CCO.CCO.CCO.CCO.CCO.CCO.CCO.CCO.CCO
E   -2897.152046 a.u.
HOMO   -8.8 eV
LUMO energy   -1.5 eV
Largest force on an atom   8.9 eV/A
Total charge   0
Energy above the lowest of the compared OMol25 structures with the same formula, charge and spin   336.3 kcal/mol

[3]
The following is a DFT calculation (the ωB97M-V functional and the def2-TZVPD basis) of a molecular structure, C8H25Al2BBeBr2Cl2F8MgNO3Si in a non-equilibrium geometry.

CARTESIAN COORDINATES (ANGSTROEM)
C1 3.514 5.129 -0.032
C2 2.229 4.107 -0.225
Br1 2.816 2.245 -0.793
C3 1.059 4.672 -1.224
Si1 -0.575 4.753 -0.137
Br2 1.453 6.427 -2.096
H1 4.194 5.139 -0.998
H2 3.163 6.224 0.287
H3 4.102 4.716 0.922
H4 1.763 3.962 0.864
H5 0.816 3.904 -2.101
H6 -1.139 3.405 -0.187
H7 -0.172 5.103 1.238
H8 -1.494 5.803 -0.591
Be1 -0.794 7.739 -0.009
Cl1 3.406 2.399 -3.129
F1 -0.075 -1.498 1.171
Al1 1.606 -0.883 1.371
F2 1.751 0.733 0.589
F3 2.760 -2.029 0.600
F4 1.986 -0.737 3.126
Mg1 4.306 0.160 -4.200
C4 -2.177 -2.508 -2.977
C5 -1.782 -1.577 -1.833
C6 -2.952 -0.710 -1.314
O1 -3.267 0.409 -2.149
C7 -4.125 0.104 -3.237
N1 -0.645 -0.749 -2.261
H9 -2.315 -1.978 -3.923
H10 -1.395 -3.258 -3.144
H11 -3.104 -3.042 -2.745
H12 -1.451 -2.212 -1.003
H13 -2.649 -0.280 -0.351
H14 -3.846 -1.314 -1.115
H15 -4.867 -0.658 -2.979
H16 -3.537 -0.213 -4.100
H17 -4.655 1.019 -3.518
H18 -0.330 -0.192 -1.466
H19 -1.007 -0.050 -2.915
B1 0.933 0.415 5.929
F5 2.334 0.063 6.093
F6 0.195 -0.742 5.450
F7 0.388 0.841 7.208
F8 0.815 1.498 4.967
O2 -0.945 -4.410 1.724
H20 -0.446 -3.615 1.486
H21 -0.309 -4.945 2.223
C8 2.342 -7.209 2.021
O3 1.139 -6.873 2.688
H22 2.107 -7.833 1.156
H23 2.840 -6.296 1.685
H24 2.994 -7.763 2.701
H25 1.379 -6.320 3.450
Cl2 -4.767 -3.104 -0.983
Al2 -3.567 2.030 -1.210

Computed properties:
HOMO-LUMO gap   0.057 hartree
E   -8480.362747 a.u.
HOMO   -15.3 eV
LUMO energy   -13.8 eV
Largest force on an atom   3.3 eV/A
Total charge   +3
Energy above the lowest of the compared OMol25 structures with the same formula, charge and spin   126.0 kcal/mol

[4]
The following is a DFT calculation (the ωB97M-V functional and the def2-TZVPD basis) of C2H5ClS in the gas phase in a non-equilibrium geometry.

CARTESIAN COORDINATES (ANGSTROEM)
C1 0.696 0.801 0.061
C2 -0.839 -0.123 -0.019
S1 -0.719 -1.747 0.702
Cl1 -2.105 0.871 0.711
H1 0.385 1.764 0.607
H2 1.529 0.179 0.361
H3 1.109 0.930 -0.913
H4 -0.977 -0.115 -1.127
H5 -0.304 -1.306 1.922

Computed properties:
HOMO-LUMO gap   0.378 hartree
SMILES   C[C@@H](S)Cl
E   -937.532952 a.u.
HOMO   -9.4 eV
LUMO energy   0.9 eV
Largest force on an atom   4.2 eV/A
Total charge   0
Energy above the lowest of the compared OMol25 structures with the same formula, charge and spin   15.8 kcal/mol

[5]
The following is a DFT calculation (the ωB97M-V functional and the def2-TZVPD basis) of a molecular structure, C3H3O2Sr in a non-equilibrium geometry.

CARTESIAN COORDINATES (ANGSTROEM)
O1 -0.155 -0.734 -0.977
C1 -0.655 -0.559 2.547
O2 -1.466 -1.094 1.914
Sr1 -2.109 -1.712 -0.381
C2 0.750 -0.037 -0.257
H1 1.687 -0.570 -0.056
H2 0.555 1.415 -1.856
C3 0.729 1.212 -0.797
H3 0.662 2.078 -0.137

Computed properties:
HOMO-LUMO gap (alpha / beta)   0.190 / 0.190 hartree
E   -296.960046 a.u.
HOMO (alpha / beta)   -10.5 / -10.5 eV
LUMO energy (alpha / beta)   -5.3 / -5.3 eV
Largest force on an atom   3.5 eV/A
Total charge   +1
Energy above the lowest of the compared OMol25 structures with the same formula, charge and spin   41.3 kcal/mol

[6]
The following is a DFT calculation (the ωB97M-V functional and the def2-TZVPD basis) of a gas-phase ion, C6H7BrN3O (charge +1) in a non-equilibrium geometry.

CARTESIAN COORDINATES (ANGSTROEM)
O1 -2.342 2.151 0.599
C1 -1.858 1.286 -0.060
N1 -2.534 0.030 -0.288
C2 -1.912 -1.032 0.102
C3 -0.505 -0.945 0.683
N2 0.327 -0.072 -0.074
C4 -0.530 1.335 -0.760
N3 0.195 2.381 -0.297
C5 1.162 2.096 0.427
C6 1.402 0.600 0.586
Br1 3.271 0.127 -0.111
H1 -2.479 -1.942 0.220
H2 -0.700 -0.571 1.739
H3 -0.019 -1.821 0.858
H4 0.536 -0.695 -0.918
H5 -0.764 1.104 -1.875
H6 1.577 2.824 1.023
H7 1.584 0.351 1.584

Computed properties:
HOMO-LUMO gap   0.358 hartree
SMILES   O=C1N=CC[N@H+]2[C@@H]1N=C[C@@H]2Br
E   -3045.996241 a.u.
HOMO   -14.4 eV
LUMO energy   -4.7 eV
Largest force on an atom   4.6 eV/A
Total charge   +1
Energy above the lowest of the compared OMol25 structures with the same formula, charge and spin   83.8 kcal/mol

[7]
The following is a DFT calculation (the ωB97M-V functional and the def2-TZVPD basis) of a molecular structure, C36H52BN8O2Pt.

CARTESIAN COORDINATES (ANGSTROEM)
Pt1 -0.018 -0.017 0.004
C1 3.418 0.563 -4.247
C2 2.298 -0.111 -3.529
C3 1.436 -1.094 -3.976
C4 0.603 -1.404 -2.890
N1 0.944 -0.623 -1.866
N2 1.976 0.157 -2.250
B1 2.696 1.001 -1.176
N3 2.965 0.103 0.060
N4 1.966 -0.459 0.805
C5 2.539 -1.201 1.749
C6 3.929 -1.129 1.611
C7 4.158 -0.291 0.541
C8 5.461 0.151 -0.037
C9 1.755 -1.901 2.833
C10 0.634 -2.753 2.232
C11 2.677 -2.827 3.633
C12 1.201 -0.828 3.777
N5 1.851 2.225 -0.755
N6 0.760 2.078 0.040
C13 0.358 3.296 0.413
C14 1.207 4.245 -0.172
C15 2.143 3.529 -0.895
C16 3.307 4.039 -1.677
C17 -0.768 3.558 1.391
C18 -0.601 2.650 2.613
C19 -0.708 5.017 1.852
C20 -2.129 3.311 0.735
C21 -0.450 -2.489 -2.816
C22 0.110 -3.739 -3.512
C23 -1.732 -2.052 -3.536
C24 -0.773 -2.857 -1.368
H1 3.477 0.186 -5.266
H2 4.373 0.376 -3.756
H3 3.273 1.642 -4.289
H4 1.441 -1.551 -4.951
H5 3.729 1.382 -1.633
H6 4.677 -1.609 2.216
H7 6.276 -0.253 0.559
H8 5.545 1.237 -0.044
H9 5.583 -0.200 -1.063
H10 1.054 -3.543 1.606
H11 -0.053 -2.172 1.613
H12 0.055 -3.225 3.029
H13 3.131 -3.583 2.991
H14 2.101 -3.339 4.405
H15 3.472 -2.270 4.128
H16 0.666 -0.048 3.232
H17 2.017 -0.340 4.313
H18 0.533 -1.274 4.518
H19 1.173 5.314 -0.057
H20 3.298 5.127 -1.664
H21 3.272 3.709 -2.715
H22 4.251 3.698 -1.253
H23 0.329 2.876 3.137
H24 -0.577 1.600 2.322
H25 -1.433 2.797 3.305
H26 0.263 5.258 2.285
H27 -1.471 5.187 2.614
H28 -0.903 5.707 1.030
H29 -2.244 2.263 0.470
H30 -2.242 3.913 -0.170
H31 -2.931 3.579 1.426
H32 0.307 -3.555 -4.568
H33 -0.611 -4.554 -3.445
H34 1.041 -4.061 -3.044
H35 -1.520 -1.734 -4.558
H36 -2.215 -1.224 -3.014
H37 -2.439 -2.883 -3.578
H38 0.133 -3.079 -0.802
H39 -1.410 -3.744 -1.353
H40 -1.328 -2.062 -0.856
O1 -6.246 1.201 -3.132
C25 -5.044 1.682 -3.690
C26 -3.897 1.305 -2.795
C27 -2.595 1.640 -3.149
C28 -1.561 1.261 -2.320
N7 -1.773 0.599 -1.180
C29 -3.020 0.314 -0.799
C30 -4.107 0.636 -1.600
C31 -3.164 -0.279 0.561
C32 -4.395 -0.690 1.052
C33 -4.497 -1.158 2.354
C34 -5.813 -1.653 2.906
O2 -5.900 -1.549 4.309
C35 -3.346 -1.180 3.129
C36 -2.156 -0.764 2.566
N8 -2.055 -0.329 1.309
H41 -6.982 1.458 -3.694
H42 -5.058 2.773 -3.794
H43 -4.864 1.257 -4.683
H44 -2.382 2.179 -4.063
H45 -0.529 1.481 -2.562
H46 -5.117 0.400 -1.307
H47 -5.279 -0.644 0.432
H48 -5.901 -2.718 2.678
H49 -6.642 -1.147 2.403
H50 -6.065 -0.633 4.553
H51 -3.383 -1.519 4.155
H52 -1.238 -0.778 3.136

Computed properties:
Multiplicity   3
HOMO-LUMO gap (alpha / beta)   0.257 / 0.288 hartree
E   -2135.620367 a.u.
HOMO (alpha / beta)   -9.9 / -11.1 eV
LUMO energy (alpha / beta)   -3.0 / -3.3 eV
Largest force on an atom   0.3 eV/A
Total charge   +1
Energy above the lowest of the compared OMol25 structures with the same formula, charge and spin   0.0 kcal/mol